ORCA calculation (ωB97M-V/def2-TZVPD) on 13 unconnected molecules or ions with the total composition C41H77NO12 at a distorted geometry.

Computed properties:
Energy above the lowest of the compared OMol25 structures with the same formula, charge and spin ... 32.107 eV
Highest occupied orbital energy ... -7.395 eV
Kohn-Sham gap ... 7.24 eV

CARTESIAN COORDINATES (ANGSTROEM)
N  -3.8695  -0.6088  1.7031
C  -2.6587  -0.6452  1.1080
C  -2.2211  -1.7802  0.3702
C  -3.0879  -2.8581  0.2632
C  -4.2934  -2.9189  0.9419
C  -4.6532  -1.7336  1.6265
H  -2.0228  0.2151  1.2558
H  -1.2356  -1.8836  -0.0592
H  -2.8310  -3.7377  -0.3085
H  -4.9679  -3.7624  0.9400
H  -5.5350  -1.7089  2.2496
C  0.3576  -3.4331  1.3291
C  -0.4765  -2.7063  2.3873
O  -0.3621  -1.5142  2.6946
C  -1.5019  -3.5416  3.1424
H  -0.3116  -3.8349  0.5683
H  0.9979  -4.1696  1.8144
H  0.9461  -2.6490  0.8527
H  -1.2816  -4.6078  3.1940
H  -2.5430  -3.4270  2.8408
H  -1.4557  -3.1794  4.1694
C  0.4091  3.0582  1.3170
C  -0.2764  4.2131  2.0317
O  -0.4362  5.2897  1.4430
C  -0.8370  4.0532  3.3868
H  1.4488  3.0348  1.6434
H  0.4195  3.3551  0.2683
H  -0.1304  2.1317  1.5134
H  -0.1512  4.5433  4.0778
H  -0.8661  2.9844  3.5985
H  -1.7830  4.5768  3.5251
C  4.8322  0.0195  1.8183
C  4.0746  -0.4587  0.5805
O  2.8521  -0.5402  0.5562
C  4.9818  -0.8608  -0.5866
H  5.2618  -0.8585  2.3007
H  4.1456  0.5055  2.5114
H  5.6479  0.6834  1.5319
H  5.7981  -1.5023  -0.2546
H  5.3783  -0.0315  -1.1725
H  4.4814  -1.4513  -1.3540
C  2.5325  0.4682  5.0399
C  1.9399  0.8335  3.6797
O  1.5024  1.9245  3.4777
C  2.0657  -0.1510  2.5505
H  3.5131  0.0088  5.1642
H  1.8051  -0.1270  5.5919
H  2.6701  1.3470  5.6698
H  2.0856  0.3601  1.5880
H  1.1614  -0.7585  2.5868
H  2.9339  -0.7823  2.7399
C  -0.7533  -1.3059  -1.9682
C  -1.0787  -2.5582  -2.6812
O  -1.6507  -3.5030  -2.0512
C  -0.7067  -2.6825  -4.1605
H  -0.8792  -0.4933  -2.6837
H  0.2575  -1.2573  -1.5630
H  -1.4827  -1.1131  -1.1816
H  0.3666  -2.5887  -4.3258
H  -1.2040  -1.8578  -4.6710
H  -1.0889  -3.5671  -4.6700
C  -3.2059  -0.1447  -3.9266
C  -3.0779  0.0658  -2.4273
O  -2.5489  1.0894  -2.0367
C  -3.6177  -0.9812  -1.5083
H  -2.3658  -0.8258  -4.0619
H  -3.0515  0.8154  -4.4190
H  -4.1006  -0.6541  -4.2846
H  -3.6587  -0.5017  -0.5303
H  -3.1496  -1.9613  -1.4173
H  -4.6794  -1.1130  -1.7169
C  2.0876  -2.6446  -0.2479
C  2.2144  -2.9997  -1.7101
O  1.4365  -2.5643  -2.5422
C  3.1142  -4.1048  -2.1123
H  3.0990  -2.6292  0.1583
H  1.5076  -3.3603  0.3346
H  1.8313  -1.5944  -0.1081
H  3.5378  -4.0982  -3.1166
H  2.5688  -5.0443  -2.0227
H  4.0201  -4.2253  -1.5183
C  -1.3449  1.6324  -3.7552
C  -0.0457  2.4585  -3.5828
O  0.2799  2.8640  -2.4876
C  0.6193  2.8737  -4.8741
H  -2.2441  2.2047  -3.9833
H  -1.4792  1.0212  -2.8626
H  -1.0870  0.9442  -4.5602
H  0.9403  2.0074  -5.4527
H  1.5388  3.4325  -4.6999
H  0.0035  3.5263  -5.4929
C  -0.7076  -0.0810  5.1714
C  -1.1323  1.0116  4.2266
O  -1.3296  2.1733  4.6619
C  -1.3395  0.6584  2.7632
H  -0.5350  0.2967  6.1792
H  0.1245  -0.6498  4.7565
H  -1.5448  -0.7789  5.1579
H  -1.9664  1.4727  2.4001
H  -2.0130  -0.1886  2.6326
H  -0.4422  0.4302  2.1880
C  -3.3079  4.7629  0.4914
C  -2.4776  4.3569  -0.7629
O  -2.4409  5.1201  -1.7657
C  -1.5956  3.0937  -0.7041
H  -4.3578  4.7682  0.1988
H  -2.9679  5.7567  0.7827
H  -3.0641  4.1346  1.3480
H  -1.9019  2.6083  -1.6307
H  -1.8977  2.5058  0.1626
H  -0.5391  3.3613  -0.6862
C  0.0144  0.9920  -1.3205
C  -0.1772  0.6140  0.1002
O  -0.9210  1.3187  0.7893
C  0.4498  -0.6607  0.5650
H  -0.1033  2.0755  -1.3292
H  -0.7731  0.5031  -1.8940
H  1.0454  0.8216  -1.6306
H  1.5355  -0.6965  0.4755
H  -0.0544  -1.5257  0.1342
H  0.3462  -0.7199  1.6485
C  3.2538  1.8163  -1.9301
C  3.4339  0.4910  -2.5584
O  4.5172  0.0298  -2.8993
C  2.1993  -0.3481  -2.8362
H  2.2175  2.1539  -1.9429
H  3.9076  2.5637  -2.3795
H  3.5503  1.6314  -0.8976
H  1.4086  0.1286  -3.4155
H  1.8160  -0.6682  -1.8674
H  2.3950  -1.2784  -3.3695

These are the Mulliken partial charges, in e, on atoms 1 to 6: N -0.900; C 0.962; C 1.135; C -0.074; C -1.435; C -0.998

---

ORCA calculation (ωB97M-V/def2-TZVPD) on 5 unconnected molecules or ions with the total composition C41H78ClF9N4O4S at a distorted geometry.

Computed properties:
Highest occupied orbital energy ... -7.988 eV
SMILES string ... CC[C@@H](Cl)C1=C(CCCC(=O)O)C(=O)C(CCC(F)(F)C(F)(F)S(F)(F)(F)(F)F)=CC1=O.CCN(CC)CC.CCN(CC)CC.CCN(CC)CC.CCN(CC)CC
Kohn-Sham gap ... 5.48 eV

CARTESIAN COORDINATES (ANGSTROEM)
C  2.6579  -2.1281  -4.0481
C  3.6870  -3.0380  -3.1523
C  3.5799  -2.7243  -1.5452
Cl  5.3028  -3.0692  -0.8468
C  3.2480  -1.1704  -1.1574
C  2.0906  -0.6686  -0.3705
C  0.9843  -1.7053  0.2472
C  -0.5398  -1.4846  -0.4062
C  -1.5440  -0.9273  0.8086
C  -2.9350  -0.2630  0.2524
O  -3.0128  0.9036  -0.3937
O  -4.1975  -1.0181  0.5516
C  1.9907  0.9787  -0.1045
O  0.7242  1.4468  0.0452
C  3.3385  1.9415  -0.0763
C  3.4300  3.3862  0.7474
C  2.0878  4.3396  0.4523
C  2.2745  5.8876  1.0094
F  3.5104  6.0546  1.8635
F  1.1490  6.0496  2.0111
C  2.0415  7.0602  -0.0850
F  2.0204  8.3871  0.6375
F  0.6338  6.8979  -0.6080
S  3.1805  7.1593  -1.5352
F  4.0252  8.4477  -0.7297
F  4.3329  6.0592  -0.9319
F  2.3471  5.9925  -2.4711
F  2.1261  8.3794  -2.2068
F  4.2140  7.4210  -2.8776
C  4.5176  1.4211  -0.8775
C  4.3399  -0.0271  -1.6931
O  5.1020  -0.1682  -2.7844
H  2.4947  -2.6041  -5.1115
H  1.6515  -2.0487  -3.4259
H  3.0536  -1.0360  -4.2151
H  4.7909  -2.8106  -3.5126
H  3.4716  -4.1930  -3.3572
H  2.8872  -3.5294  -1.0583
H  1.2938  -2.8327  0.2497
H  0.8532  -1.4043  1.3953
H  -0.9634  -2.4584  -0.9087
H  -0.4978  -0.5918  -1.1948
H  -0.9192  -0.1048  1.4060
H  -1.7806  -1.7712  1.6073
H  -3.8885  -1.9891  0.5435
H  4.4340  3.9000  0.4372
H  3.4941  3.0990  1.8895
H  1.2135  3.8001  1.0612
H  1.7767  4.2684  -0.6730
H  5.5285  2.0032  -0.9818
C  -3.7458  -1.3204  5.1576
C  -5.0888  -1.3517  4.4339
N  -5.8088  -2.6191  4.5890
C  -6.9261  -2.7718  3.6520
C  -8.0894  -1.7941  3.7762
C  -6.0792  -3.0484  5.9609
C  -6.8592  -2.0959  6.8625
H  -3.1200  -2.1717  4.8687
H  -3.2048  -0.4045  4.8980
H  -3.8681  -1.3305  6.2448
H  -4.8785  -1.1928  3.3699
H  -5.6921  -0.5005  4.7630
H  -7.3176  -3.7956  3.7159
H  -6.5265  -2.6917  2.6330
H  -8.7059  -2.0085  4.6513
H  -8.7408  -1.8853  2.8997
H  -7.7564  -0.7539  3.8257
H  -5.1205  -3.2625  6.4481
H  -6.5933  -4.0190  5.9476
H  -6.4806  -1.0704  6.8179
H  -6.7748  -2.4272  7.9046
H  -7.9234  -2.0856  6.6177
C  9.0812  -0.1358  -4.9610
C  8.8040  -0.0212  -6.4572
N  7.4769  -0.5069  -6.8464
C  7.3278  -0.6962  -8.2926
C  7.4233  0.5405  -9.1793
C  6.3355  0.1149  -6.1755
C  6.1915  1.6306  -6.2769
H  8.9103  -1.1570  -4.6034
H  10.1258  0.1198  -4.7557
H  8.4568  0.5471  -4.3772
H  9.5644  -0.6243  -6.9667
H  8.9646  1.0141  -6.7722
H  6.3761  -1.2041  -8.4972
H  8.0968  -1.4066  -8.6220
H  6.5305  1.1640  -9.1008
H  7.5049  0.2347  -10.2284
H  8.3010  1.1509  -8.9504
H  6.3785  -0.1480  -5.1119
H  5.4046  -0.3503  -6.5270
H  7.1285  2.1565  -6.0704
H  5.4562  1.9782  -5.5412
H  5.8280  1.9389  -7.2594
C  -2.3986  2.7011  3.6467
C  -2.3962  2.8922  5.1606
N  -1.4671  3.9290  5.6191
C  -1.2266  3.8966  7.0650
C  -2.4098  4.1821  7.9833
C  -1.6467  5.2620  5.0441
C  -3.0111  5.9263  5.2038
H  -1.3862  2.5241  3.2679
H  -3.0109  1.8327  3.3825
H  -2.8188  3.5674  3.1270
H  -2.0996  1.9327  5.5999
H  -3.4185  3.0868  5.4979
H  -0.4117  4.5889  7.3143
H  -0.8342  2.9040  7.3206
H  -2.6752  5.2411  7.9831
H  -2.1455  3.9219  9.0145
H  -3.2943  3.5968  7.7179
H  -1.4241  5.2054  3.9720
H  -0.8781  5.9395  5.4399
H  -3.8375  5.2542  4.9541
H  -3.0795  6.7881  4.5290
H  -3.1626  6.3037  6.2172
C  -4.3908  -3.2827  -2.6383
C  -3.2682  -4.3160  -2.6627
N  -3.2598  -5.2000  -1.4934
C  -2.0187  -5.9681  -1.3539
C  -1.6878  -6.9783  -2.4470
C  -4.4906  -5.9470  -1.2354
C  -5.0199  -6.8494  -2.3464
H  -4.3810  -2.7088  -1.7054
H  -4.2648  -2.5772  -3.4661
H  -5.3750  -3.7471  -2.7517
H  -2.3252  -3.7578  -2.6903
H  -3.3233  -4.8816  -3.5975
H  -2.0168  -6.4841  -0.3847
H  -1.1857  -5.2565  -1.2899
H  -2.3225  -7.8643  -2.3841
H  -0.6534  -7.3206  -2.3296
H  -1.7761  -6.5515  -3.4497
H  -5.2797  -5.2295  -0.9809
H  -4.3721  -6.5467  -0.3228
H  -5.0356  -6.3515  -3.3204
H  -6.0508  -7.1452  -2.1172
H  -4.4376  -7.7689  -2.4342

These are the Mulliken partial charges, in e, on atoms 1 to 6: C -0.620; C -0.413; C -0.052; Cl -0.193; C 0.118; C 0.225

---

ORCA calculation (ωB97M-V/def2-TZVPD) on 10 unconnected molecules or ions with the total composition C41H79N2O11S at a distorted geometry.

Computed properties:
2S+1 ... 2
Highest occupied orbital energy (spin up / spin down) ... -8.300 / -8.776 eV
Kohn-Sham gap (spin up / spin down) ... 8.66 / 9.09 eV

CARTESIAN COORDINATES (ANGSTROEM)
C  5.4667  -4.2157  1.8524
C  5.1929  -2.6767  1.9589
C  5.4266  -1.9118  0.6376
C  4.2951  -2.0760  -0.4355
O  3.2694  -2.9398  0.0673
C  2.0504  -2.2846  0.3353
N  1.3872  -1.9605  -0.9944
C  1.3312  -2.9356  -1.7029
S  1.5803  -4.3370  -2.4260
C  2.1896  -0.9767  1.1874
C  1.1080  -0.7988  2.3114
C  1.6172  -1.3073  3.6936
C  0.9174  0.7433  2.5040
N  -0.2266  -1.3359  1.9481
O  -0.7866  -0.6048  1.0470
C  -0.1944  -2.7843  1.6227
C  -1.2015  -3.1533  0.4851
C  -0.6149  -3.6768  2.8370
C  1.2164  -3.2975  1.1831
H  6.3690  -4.5205  2.3991
H  4.5902  -4.7722  2.2259
H  5.5323  -4.4816  0.7826
H  5.8967  -2.2768  2.7138
H  4.1911  -2.5408  2.3879
H  5.6117  -0.8411  0.8481
H  6.3773  -2.2952  0.2235
H  4.7458  -2.6142  -1.2902
H  3.9144  -1.1272  -0.8397
H  3.1682  -0.8638  1.6702
H  2.0882  -0.1250  0.4905
H  2.6399  -0.9131  3.8403
H  1.0117  -0.8869  4.5097
H  1.7020  -2.4007  3.7573
H  0.8505  1.2755  1.5457
H  -0.0280  0.9312  3.0413
H  1.7480  1.1658  3.0970
H  -1.0152  -2.6035  -0.4440
H  -2.2446  -3.1044  0.8278
H  -1.0037  -4.2175  0.2597
H  -0.8207  -4.6783  2.4181
H  -1.5241  -3.3086  3.3353
H  0.1979  -3.8103  3.5639
H  1.8727  -3.5269  2.0421
H  1.1339  -4.2480  0.6287
C  -0.5903  0.7900  -1.8463
C  -0.2179  2.2083  -1.5056
O  0.2588  2.5051  -0.4287
C  -0.4626  3.2498  -2.5672
H  -0.3644  0.1406  -1.0048
H  -1.6582  0.7275  -2.0638
H  -0.0165  0.4594  -2.7083
H  -1.5251  3.2881  -2.8145
H  0.1169  3.0158  -3.4593
H  -0.1518  4.2263  -2.1955
C  -1.3995  -2.3199  -4.4157
C  -1.0155  -1.1456  -5.2738
O  -0.7476  -0.0803  -4.7719
C  -0.9732  -1.3550  -6.7675
H  -1.3929  -2.0259  -3.3666
H  -2.4004  -2.6670  -4.6789
H  -0.6751  -3.1237  -4.5613
H  -1.9598  -1.6473  -7.1313
H  -0.2445  -2.1287  -7.0146
H  -0.6792  -0.4263  -7.2545
C  -2.4020  5.3440  -6.4858
C  -1.7270  4.0650  -6.0581
O  -0.6416  4.0706  -5.5197
C  -2.4615  2.7762  -6.3253
H  -1.7645  6.1911  -6.2332
H  -2.5665  5.3359  -7.5649
H  -3.3559  5.4524  -5.9654
H  -2.6289  2.6579  -7.3976
H  -3.4190  2.7787  -5.8006
H  -1.8634  1.9388  -5.9654
C  -2.5910  6.1664  -2.4172
C  -4.0824  6.1306  -2.6119
O  -4.5702  5.7360  -3.6512
C  -4.9423  6.6025  -1.4682
H  -2.1003  5.7986  -3.3181
H  -2.2642  7.1919  -2.2320
H  -2.3104  5.5262  -1.5793
H  -4.7171  7.6453  -1.2392
H  -4.7622  5.9839  -0.5876
H  -5.9922  6.5216  -1.7463
C  2.3795  -6.5269  6.2180
C  1.2635  -5.5185  6.1286
O  1.2036  -4.7221  5.2142
C  0.2240  -5.5346  7.2188
H  3.0526  -6.4032  5.3723
H  2.9428  -6.3767  7.1406
H  1.9714  -7.5381  6.1946
H  0.6946  -5.3383  8.1839
H  -0.2778  -6.5036  7.2420
H  -0.5174  -4.7616  7.0285
C  -0.6543  -1.6633  6.6866
C  -1.7573  -1.9633  7.6719
O  -2.0346  -3.0990  7.9885
C  -2.5045  -0.7852  8.2461
H  -0.1996  -2.5942  6.3487
H  -1.0626  -1.1388  5.8206
H  0.1132  -1.0494  7.1622
H  -2.9885  -0.2245  7.4447
H  -1.8155  -0.1348  8.7876
H  -3.2673  -1.1422  8.9362
C  -7.2155  5.0646  -5.2704
C  -7.3578  5.4929  -6.7071
O  -7.2825  4.6986  -7.6183
C  -7.5968  6.9612  -6.9648
H  -7.0478  3.9892  -5.2299
H  -6.3627  5.5698  -4.8147
H  -8.1284  5.2998  -4.7189
H  -6.7622  7.5480  -6.5772
H  -8.5246  7.2777  -6.4853
H  -7.6792  7.1314  -8.0373
C  6.5742  -7.6958  6.8212
C  5.8036  -8.8308  6.1927
O  4.7305  -8.6482  5.6650
C  6.4290  -10.2025  6.2508
H  6.0116  -6.7703  6.7076
H  6.7232  -7.8898  7.8848
H  7.5410  -7.5829  6.3278
H  6.5718  -10.5038  7.2900
H  7.3896  -10.1967  5.7330
H  5.7711  -10.9202  5.7637
C  -0.7188  10.2098  -5.3595
C  -0.2064  9.7599  -4.0131
O  -0.5872  10.2783  -2.9880
C  0.7988  8.6356  -4.0014
H  -1.4325  11.0205  -5.2220
H  0.1093  10.5693  -5.9726
H  -1.2190  9.3812  -5.8642
H  1.6931  8.9258  -4.5552
H  0.3604  7.7405  -4.4477
H  1.0802  8.4138  -2.9732

These are the Mulliken partial charges, in e, on atoms 1 to 6: C -1.270; C 0.606; C -1.022; C -0.448; O -0.285; C 1.495

---

These records have E_tot values of -69791.016, -105731.110, -80132.920 eV, in the order they appear.